{"formula": "C6H17NO", "method": "wB97M-V/def2-TZVPD", "elements": ["C", "N", "C", "C", "C", "C", "C", "H", "H", "H", "H", "H", "H", "H", "H", "H", "H", "H", "H", "H", "H", "H", "H", "H", "O"], "coordinates": [[0.781, 1.027, 1.026], [0.391, 1.150, -0.384], [0.802, 0.050, -1.269], [-0.306, -0.192, -2.358], [-1.467, -0.993, -1.699], [0.093, -0.903, -3.607], [-0.119, -0.019, 1.784], [0.590, 1.991, 1.480], [1.840, 0.739, 1.061], [-0.537, 1.479, -0.591], [1.723, 0.396, -1.742], [0.758, -0.829, -0.639], [-0.741, 0.823, -2.496], [-2.462, -0.918, -2.143], [-1.104, -2.038, -1.832], [-1.643, -0.903, -0.631], [-0.721, -0.722, -4.332], [0.220, -1.983, -3.625], [1.015, -0.471, -4.043], [-0.420, -0.824, 1.124], [-0.850, 0.126, 2.586], [0.661, -0.399, 2.476], [-0.072, -0.373, 6.012], [-0.719, 0.580, 4.974], [0.136, 0.177, 5.227]], "mulliken_charge": [-0.79, -0.36, -0.66, 0.70, -1.34, -1.58, -1.88, 0.46, 0.37, 0.28, 0.31, 0.35, 0.23, 0.40, 0.29, 0.21, 0.39, 0.37, 0.35, 0.04, 0.89, 0.42, 0.75, 0.56, -1.78], "charge": -1, "energy_ha": -368.69335, "gap_ev": [1.9, 8.4], "homo_energy_ev": [1.12, -5.39], "e_above_lowest_ev": 1.485, "e_lumo_ev": [3.1, 3.0], "multiplicity": 2, "s2": 0.75}